Record 1
14
Properties=species:S:1:pos:R:3:forces:R:3 method="wB97M-V/def2-TZVPD" relative_energy_ev=5.181 lumo_energy_ev=0.95 e_tot_ev=-7357.074 homo_lumo_gap_ha=0.3760
C 0.172 -1.696 -0.292 -0.01 0.03 -0.01
C 0.369 -0.610 0.762 -0.01 0.05 -0.01
C 0.076 0.809 0.269 -0.12 -0.35 0.12
O 0.109 1.732 1.294 0.08 0.17 -0.30
C 0.642 1.281 -1.062 -0.70 -0.12 0.05
C -0.659 1.178 -1.201 0.42 0.21 -0.19
H -0.861 -1.714 -0.666 0.20 0.01 0.08
H 0.392 -2.681 0.137 -0.05 0.23 -0.09
H 0.834 -1.531 -1.149 -0.15 -0.03 0.17
H 1.419 -0.580 1.082 -0.21 0.03 -0.06
H -0.236 -0.806 1.658 0.12 0.05 -0.18
H -1.190 0.642 -0.049 0.31 0.06 0.04
H 0.520 2.534 0.924 -0.14 -0.21 0.16
H -1.586 1.443 -1.706 0.23 -0.12 0.23

---

Record 2
83
Properties=species:S:1:pos:R:3:forces:R:3 method="wB97M-V/def2-TZVPD" lumo_energy_ev="-7.75 / -9.79" e_tot_ev=-85587.813 multiplicity=3 homo_lumo_gap_ha="0.2055 / 0.1257" total_charge=+2
Mo -0.612 1.327 -4.455 0.51 0.26 1.68
C -1.723 1.726 -6.103 -0.80 0.49 -0.71
C -1.667 0.283 -5.877 -0.76 -0.70 -1.68
C -0.838 -0.576 -6.823 -0.17 -0.01 -0.17
C 0.624 -0.088 -6.942 -0.15 -0.51 -0.74
C 1.081 0.745 -5.762 0.77 -0.42 0.52
C 0.909 2.140 -5.648 -0.74 1.04 -1.00
C 0.398 2.948 -6.801 0.04 0.77 -0.36
C -0.990 2.420 -7.213 0.46 0.94 -0.85
C 1.374 0.936 -1.101 -0.94 0.66 0.97
H -2.620 2.280 -5.827 0.09 -0.50 -0.44
H -2.625 -0.189 -5.626 0.48 0.20 -0.23
H -1.337 -0.577 -7.808 0.20 -0.19 0.28
H -0.862 -1.617 -6.455 0.01 0.29 -0.18
H 1.258 -0.983 -7.026 -0.01 0.30 0.09
H 0.774 0.428 -7.901 0.00 0.06 0.31
H 2.000 0.357 -5.326 -0.38 0.07 0.15
H 1.447 2.707 -4.889 0.22 -0.38 -0.79
H 1.112 2.953 -7.646 -0.27 -0.24 0.23
H 0.361 4.013 -6.509 -0.28 -0.43 -0.02
H -1.576 3.292 -7.511 -0.08 -0.31 -0.31
H -0.899 1.742 -8.063 -0.17 0.17 -0.11
H 0.599 1.656 -1.379 0.72 -0.13 0.18
H 2.354 1.433 -1.064 -0.40 -0.33 -0.29
H 1.143 0.566 -0.099 -0.22 -0.37 -0.34
P 1.438 -0.368 -2.362 6.42 0.81 -2.09
P -0.948 -1.200 -1.695 -5.27 -0.08 -1.73
N 2.732 0.751 -3.273 -1.59 -0.70 0.42
N 2.524 -1.468 -1.690 -0.69 0.18 0.10
N -1.640 0.372 -2.558 -0.68 -1.22 2.60
N -2.537 -1.883 -1.315 1.39 0.41 1.29
C 0.666 -1.479 -3.723 -1.13 -0.38 -0.44
C -0.731 -1.946 -3.323 0.13 -0.89 0.25
C 2.581 2.139 -3.348 1.45 0.37 0.83
C 3.788 2.693 -3.789 -1.16 -0.64 0.08
C 4.653 1.612 -4.127 -0.81 -0.97 0.57
C 3.988 0.434 -3.781 0.30 0.37 -0.22
C 3.351 -1.146 -0.606 0.48 -0.97 0.58
C 4.074 -2.266 -0.256 -0.54 0.80 -0.41
C 3.714 -3.312 -1.166 -0.89 0.56 -0.53
C 2.764 -2.807 -2.027 0.74 -0.81 0.63
C -1.398 1.664 -2.089 0.30 1.45 -1.28
C -1.989 2.569 -3.010 -1.39 -0.62 1.76
C -3.005 1.782 -3.675 0.61 0.08 0.65
C -2.762 0.449 -3.386 0.34 0.57 0.25
C -3.583 -2.405 -2.068 -0.70 -0.57 0.14
C -4.574 -2.880 -1.199 1.34 0.76 -0.82
C -4.129 -2.635 0.129 1.28 0.69 -0.16
C -2.886 -2.024 0.035 -0.88 -0.48 -0.39
H 1.322 -2.339 -3.838 0.31 0.37 0.41
H 0.599 -1.059 -4.733 0.39 0.69 0.76
H -1.508 -1.689 -4.051 0.28 0.19 0.21
H -0.825 -3.028 -3.189 0.39 -0.05 0.00
H 1.650 2.635 -3.031 0.86 -0.27 0.07
H 4.026 3.746 -3.870 -0.20 -0.16 -0.10
H 5.651 1.680 -4.553 -0.32 -0.07 0.26
H 4.322 -0.598 -3.839 -0.07 0.24 0.05
H 3.314 -0.166 -0.164 0.23 -0.17 0.02
H 4.778 -2.332 0.564 -0.09 0.06 -0.20
H 4.076 -4.329 -1.169 0.02 0.13 -0.04
H 2.241 -3.307 -2.829 0.28 -0.02 0.33
H -1.177 1.832 -1.033 0.67 0.09 -0.64
H -1.910 3.648 -3.029 -0.17 -0.09 0.36
H -3.874 2.189 -4.174 0.33 -0.19 -0.35
H -3.368 -0.418 -3.583 0.21 0.00 -0.33
H -3.524 -2.424 -3.152 -0.14 -0.20 0.32
H -5.509 -3.324 -1.506 0.11 -0.01 0.01
H -4.624 -2.869 1.057 -0.09 -0.01 -0.08
H -2.193 -1.653 0.761 -0.24 -0.35 0.02
F -2.164 1.695 2.906 0.32 -1.27 -0.15
C -2.148 0.338 2.866 -1.70 0.93 1.06
F -2.356 -0.128 4.129 0.72 0.48 -1.76
F -3.220 -0.039 2.120 1.25 0.20 0.52
C -0.787 -0.189 2.209 -0.29 -1.32 3.31
O -0.813 -0.051 0.915 0.36 0.48 -0.68
C 0.431 0.622 2.934 1.27 1.01 1.18
F 0.218 0.773 4.277 0.07 -0.30 -2.45
F 1.608 -0.048 2.768 -1.58 0.68 -0.10
F 0.575 1.847 2.379 -0.32 -1.23 0.33
C -0.564 -1.716 2.721 0.22 -1.38 0.53
F -0.025 -1.806 3.964 -0.68 0.34 -1.53
F -1.737 -2.424 2.749 1.23 1.02 -0.17
F 0.275 -2.352 1.857 -0.80 0.74 0.53

---

Record 3
59
Properties=species:S:1:pos:R:3:forces:R:3 method="wB97M-V/def2-TZVPD" relative_energy_ev=0.000 lumo_energy_ev="-6.40 / -7.46" e_tot_ev=-132138.969 multiplicity=2 homo_lumo_gap_ha="0.2585 / 0.2257" total_charge=+2
Ru 0.457 0.662 -0.027 0.40 -0.07 -0.58
O -0.296 3.549 -2.977 0.07 -0.05 0.08
C -0.140 2.730 -1.966 -0.10 0.17 -0.15
O 0.663 1.807 -1.947 0.10 -0.14 0.20
C -1.045 3.010 -0.812 -0.03 0.06 -0.01
C -1.917 4.077 -0.663 -0.01 -0.03 -0.05
C -2.641 4.163 0.519 -0.04 0.01 0.04
C -2.498 3.187 1.500 -0.02 0.03 -0.03
C -1.616 2.145 1.270 -0.04 0.09 0.01
N -0.908 2.097 0.142 0.05 0.05 0.24
C -1.309 0.966 2.136 -0.08 -0.12 0.09
O -1.939 0.774 3.271 0.12 -0.06 -0.10
O -0.459 0.150 1.786 -0.10 0.06 0.19
H 0.325 3.330 -3.693 0.01 -0.01 -0.02
H -2.015 4.818 -1.444 0.00 0.00 0.00
H -3.316 4.993 0.680 0.00 -0.01 0.00
H -3.066 3.268 2.418 0.01 0.00 0.00
H -2.566 1.476 3.485 -0.01 0.05 0.00
F 7.708 0.431 -0.029 -0.03 0.01 0.00
C 6.458 0.759 0.228 0.15 -0.03 0.01
C 6.096 1.171 1.500 0.07 0.00 0.11
F 7.006 1.231 2.459 -0.05 0.00 -0.04
C 4.780 1.504 1.755 -0.06 0.03 0.09
F 4.449 1.879 2.987 0.02 -0.01 -0.07
C 3.802 1.434 0.765 -0.01 -0.03 -0.03
Se 2.036 1.900 1.239 -0.07 0.16 0.05
C 4.199 1.028 -0.505 -0.09 0.02 -0.01
F 3.316 0.971 -1.507 0.14 0.29 -0.08
C 5.506 0.688 -0.778 -0.04 -0.02 -0.08
F 5.858 0.293 -1.996 -0.01 -0.02 -0.04
C 3.618 -3.552 -1.832 -0.03 0.02 0.03
N 2.963 -2.636 -0.900 0.07 -0.08 -0.07
C 3.027 -2.695 0.471 0.08 -0.01 -0.01
C 2.344 -1.616 0.932 0.02 0.09 -0.09
N 1.875 -0.893 -0.145 -0.50 -0.38 0.06
C 2.257 -1.548 -1.229 0.07 0.06 0.10
H 4.681 -3.331 -1.896 0.01 0.01 0.01
H 3.166 -3.442 -2.814 0.00 0.01 0.00
H 3.478 -4.574 -1.490 -0.01 0.00 0.01
H 3.550 -3.482 0.986 0.00 -0.01 0.00
H 2.170 -1.305 1.947 -0.05 -0.01 0.01
H 2.074 -1.242 -2.246 -0.04 -0.05 0.01
C -4.914 -3.845 -1.377 0.02 0.03 0.01
C -4.355 -2.620 -0.739 0.00 -0.09 -0.05
C -4.962 -1.895 0.248 -0.07 0.00 0.03
C -4.294 -0.779 0.761 0.06 0.06 0.02
N -3.096 -0.386 0.319 -0.01 -0.04 -0.03
C -2.511 -1.087 -0.653 -0.01 0.06 0.03
S -1.022 -0.700 -1.402 0.00 -0.10 0.18
N -3.140 -2.193 -1.149 0.01 0.00 -0.07
C -4.913 0.026 1.857 0.02 0.00 -0.02
H -5.958 -3.974 -1.109 0.00 0.00 0.01
H -4.360 -4.724 -1.040 0.01 0.00 0.00
H -4.833 -3.790 -2.464 0.00 0.00 0.00
H -5.936 -2.182 0.617 0.00 0.00 0.00
H -2.654 -2.701 -1.879 -0.01 0.00 0.01
H -5.997 -0.064 1.858 -0.01 0.00 0.00
H -4.637 1.075 1.752 -0.01 -0.02 0.00
H -4.547 -0.342 2.819 0.00 -0.01 0.00

---

Record 4
15
Properties=species:S:1:pos:R:3:forces:R:3 method="wB97M-V/def2-TZVPD" relative_energy_ev=5.474 lumo_energy_ev=0.54 e_tot_ev=-9867.184 homo_lumo_gap_ha=0.3268
C -1.943 1.129 -1.194 1.78 0.17 5.74
C -0.934 0.627 -0.338 -2.17 -1.38 -4.06
C 0.993 -0.639 -0.313 1.47 -1.88 -0.25
C 1.931 -1.435 -0.933 -0.24 0.65 4.83
C 0.489 -0.638 1.068 -1.01 0.40 -1.42
C -0.937 0.012 1.019 -1.64 -2.08 0.14
H -1.836 1.142 -2.256 0.06 0.59 -0.30
H -2.635 1.739 -0.483 0.30 -1.37 -2.17
H 2.514 -2.051 -0.107 -0.94 1.10 -2.34
H 2.364 -1.078 -1.835 0.15 -0.43 -0.87
H 0.735 -1.526 1.605 -0.01 -0.03 1.12
H 0.091 1.850 1.329 1.51 -5.14 1.16
H -1.852 -0.507 1.579 1.88 1.50 -1.49
N 0.111 0.589 1.718 0.50 5.60 1.77
O 0.281 0.247 -0.963 -1.65 2.29 -1.86

---

Record 5
22
Properties=species:S:1:pos:R:3:forces:R:3 method="wB97M-V/def2-TZVPD" relative_energy_ev=6.810 lumo_energy_ev=-3.80 e_tot_ev=-11443.880 homo_lumo_gap_ha=0.1810
C -0.259 -1.514 -0.594 -0.77 -1.81 -0.64
N -1.263 -1.507 -1.489 0.31 0.43 1.84
C -2.113 1.622 1.267 0.42 -1.27 0.14
O -0.779 2.039 1.090 -0.57 -0.33 0.13
C 0.983 -0.624 -1.178 0.83 1.14 -1.75
C 2.287 -1.117 -0.582 -0.43 -0.25 0.68
N 0.766 0.765 -1.034 -0.35 -1.53 -0.03
H 0.031 -2.500 -0.182 -0.30 0.17 -0.07
H -0.458 -0.909 0.348 0.74 0.85 0.71
H -1.812 -2.366 -1.349 0.26 -0.19 -0.61
H -2.093 0.555 1.580 -0.17 0.28 0.23
H -2.654 2.153 2.066 0.04 0.18 -0.45
H -2.669 1.560 0.324 -0.16 0.69 0.03
H 1.001 -0.929 -2.225 -0.21 0.22 -0.09
H 2.398 -2.183 -0.789 0.24 0.12 -0.02
H 2.288 -0.948 0.492 0.11 0.04 0.10
H 3.087 -0.532 -1.040 -0.09 -0.19 -0.02
H 0.015 1.145 -1.599 0.13 -0.06 -0.19
H 0.468 0.799 -0.073 0.38 1.51 0.70
H -0.219 1.220 1.498 -0.08 1.15 0.09
H 1.006 0.087 2.611 -0.13 -0.29 0.05
O 0.518 0.141 1.786 -0.19 -0.82 -0.86

---

Record 6
22
Properties=species:S:1:pos:R:3:forces:R:3 method="wB97M-V/def2-TZVPD" relative_energy_ev=0.777 lumo_energy_ev=3.53 e_tot_ev=-17280.155 homo_lumo_gap_ha=0.3779 total_charge=-1
F -29.008 2.664 -15.607 -0.35 -0.22 -0.21
O -28.437 4.804 -14.296 0.34 0.85 0.49
H -28.719 3.950 -14.658 0.07 -0.08 -0.34
H -27.687 5.100 -14.828 -0.35 -0.24 0.08
O -28.133 1.054 -13.604 0.56 -0.10 1.27
H -28.346 1.382 -14.456 -0.97 -0.47 -1.90
H -27.744 1.890 -13.344 0.46 0.13 1.04
O -30.807 1.041 -16.845 0.11 -0.94 -1.31
H -31.574 1.244 -16.334 -0.52 0.37 0.68
H -30.170 1.737 -16.697 0.19 0.59 0.71
O -30.913 2.519 -13.727 0.19 -0.88 -0.16
H -30.293 2.597 -14.487 -0.30 0.11 0.45
H -31.413 3.317 -13.646 -0.16 0.77 -0.19
O -28.039 -0.158 -16.818 0.80 -1.37 0.98
H -27.591 -0.615 -17.525 0.14 0.00 -0.30
H -28.500 0.558 -17.197 -0.86 1.15 -0.64
O -28.740 3.920 -17.841 0.02 -1.20 -0.94
H -28.790 3.120 -18.417 0.09 1.14 0.36
H -28.758 3.477 -16.965 -0.19 0.37 0.16
O -26.441 2.499 -15.707 0.19 0.23 0.01
H -26.227 3.420 -15.843 0.46 0.29 -0.14
H -27.415 2.567 -15.647 0.07 -0.50 -0.10